No. 1
C3H4ClNO2S | ωB97M-V/def2-TZVPD

Last column: Löwdin charge in e.
Atoms and positions in Å:
C 0.7428 -1.5584 0.5861  -0.375
C -1.3107 0.2273 -0.8687  -0.116
C 1.2295 -0.2875 0.3902  -0.818
N 0.4760 -2.6480 0.8396  0.219
O -0.8185 0.9324 1.5368  -0.291
O 0.2436 2.1491 -0.2463  -0.296
S -0.1359 0.9035 0.2931  0.514
Cl 2.3080 -0.1791 -0.9885  0.695
H -0.7344 -0.3944 -1.6651  0.116
H -1.9092 -0.4188 -0.4004  0.011
H -1.9295 1.0584 -1.1038  0.068
H 1.8383 0.2152 1.6269  0.273

Calculated values
Molar mass ... 153.59 g/mol
Net charge ... 0
Strongest force on any atom ... 5.9 eV/Å
Energy above the lowest of the compared OMol25 structures with the same formula, charge and spin ... 2.055 eV
Orbital gap ... 10.9 eV

No. 2
C4H11NO | ωB97M-V/def2-TZVPD

Last column: Löwdin spin population.
Atoms and positions in Å:
C 0.9078 -2.0530 -0.0444  0.065
C 0.2770 -1.9488 1.2978  0.092
O -0.7997 -2.5544 1.4263  0.805
N 0.8321 -1.3406 2.3382  0.023
H 0.4153 -1.5506 3.2388  0.001
H 1.7265 -0.8714 2.2616  0.003
H 1.9592 -1.7852 -0.1186  0.012
H 0.5029 -1.2645 -0.7151  0.000
H 0.6524 -2.8890 -0.6905  0.000
C -1.5118 2.3386 -1.1462  0.000
C -0.0727 1.7550 -1.1413  0.000
H -1.5000 3.4188 -1.0916  0.000
H -2.0708 1.9417 -1.9972  0.000
H -2.0933 1.9341 -0.3187  0.000
H -0.1052 0.8137 -0.5940  0.000
H 0.5506 2.4401 -0.5691  0.000
H 0.3296 1.6156 -2.1359  0.000

Calculated values
Spin multiplicity ... 2
Molar mass ... 89.14 g/mol
Net charge ... +1
Strongest force on any atom ... 2.7 eV/Å
Energy above the lowest of the compared OMol25 structures with the same formula, charge and spin ... 1.868 eV
Orbital gap (alpha / beta) ... 10.2 / 5.4 eV

No. 3
C2HClN2O | ωB97M-V/def2-TZVPD

Last column: Löwdin charge in e.
Atoms and positions in Å:
C 0.5398 -0.1384 -0.9813  -0.369
C -0.7694 -0.2199 -0.5047  -0.569
N 1.6449 -0.2121 -1.3296  0.165
N 0.2368 0.5192 1.5832  0.093
O 1.1012 1.2613 1.4874  0.050
Cl -1.3783 -1.7506 0.0322  0.630
H -1.3751 0.5406 -0.2873  0.000

Calculated values
Molar mass ... 104.50 g/mol
Net charge ... 0
Strongest force on any atom ... 3.8 eV/Å
Energy above the lowest of the compared OMol25 structures with the same formula, charge and spin ... 4.175 eV
Orbital gap (alpha / beta) ... 8.6 / 7.9 eV

No. 4
C30H42AsIN5O5SSr | ωB97M-V/def2-TZVPD

Last column: Löwdin charge in e.
Atoms and positions in Å:
Sr 0.1369 0.0745 -0.0948  1.272
C 2.7813 -0.6372 2.3091  -0.186
C 2.5050 -1.9933 1.6739  -0.209
N 2.0948 -1.8744 0.2795  -0.107
C 1.5647 -3.1097 -0.2768  -0.170
C 0.1815 -3.4056 0.2672  -0.260
C -0.4424 -4.6268 0.0558  -0.016
C -1.7119 -4.8134 0.5773  -0.058
C -2.3089 -3.7990 1.3091  -0.028
C -1.6151 -2.6070 1.4715  -0.255
C -2.2073 -1.4436 2.2361  -0.172
N -1.2391 -0.3741 2.4264  -0.099
C -0.2988 -0.6171 3.5094  -0.220
C 0.8438 0.3878 3.4779  -0.211
N 1.6531 0.2958 2.2704  -0.092
N -0.4061 -2.4303 0.9516  0.107
H 3.1186 -0.8027 3.3429  0.118
H 3.6128 -0.1700 1.7782  0.096
H 3.4075 -2.6152 1.7860  0.120
H 1.7030 -2.5032 2.2083  0.099
H 2.8506 -1.5127 -0.2913  0.116
H 1.4708 -2.9890 -1.3571  0.116
H 2.2119 -3.9787 -0.0789  0.123
H 0.0507 -5.4029 -0.5152  0.113
H -2.2333 -5.7493 0.4176  0.104
H -3.2958 -3.9198 1.7384  0.113
H -3.0256 -1.0488 1.6334  0.110
H -2.6110 -1.8167 3.1907  0.123
H -1.7277 0.5033 2.5591  0.114
H -0.7799 -0.5874 4.5003  0.117
H 0.0999 -1.6257 3.3832  0.106
H 0.4139 1.3946 3.5152  0.114
H 1.4509 0.2651 4.3881  0.112
H 2.0281 1.2090 2.0436  0.062
O -2.4886 -0.8625 -2.6145  -0.263
S -0.9701 -0.6067 -2.9260  0.371
O -0.8154 -0.8699 -4.3279  -0.290
O -0.2007 -1.5250 -2.0571  -0.433
O -0.6790 0.7783 -2.5084  -0.430
C -1.2752 3.9042 -1.3262  -0.299
As -0.6589 3.3342 0.4414  1.063
C 0.6667 4.7429 0.7445  -0.331
C -2.1162 4.1452 1.4829  -0.343
H -1.0321 4.9552 -1.4862  0.029
H -2.3554 3.7718 -1.3773  0.017
H -0.8130 3.2884 -2.0947  -0.003
H 0.2254 5.7226 0.5564  0.023
H 1.5056 4.5838 0.0675  0.005
H 1.0277 4.7043 1.7732  0.013
H -2.2946 5.1736 1.1659  0.021
H -1.8660 4.1372 2.5446  0.010
H -3.0250 3.5615 1.3340  0.011
N -4.1995 -1.2542 -1.0319  0.101
C -3.1498 -0.3017 -1.2959  -0.819
O -2.3099 -0.1709 -0.3145  -0.279
C -3.6889 1.0662 -1.7188  -0.549
I -5.1667 1.0895 -3.2772  0.737
H -3.7373 -2.1153 -0.7562  0.073
H -4.7208 -1.4472 -1.8804  0.028
H -2.8581 1.6516 -2.0941  0.012
H -4.1622 1.5331 -0.8604  0.046
C 3.8545 5.8645 -3.6659  -0.122
C 4.5122 5.2461 -2.6108  -0.101
C 3.9764 4.1215 -2.0002  -0.029
C 2.7595 3.5787 -2.4292  -0.207
C 2.1153 4.2134 -3.4980  -0.049
C 2.6490 5.3373 -4.1086  -0.104
C 2.0838 2.4073 -1.8162  -0.155
C 2.4204 1.6681 -0.7496  -0.148
C 3.6217 1.7987 0.0324  -0.334
C 3.7007 2.6146 1.1825  -0.096
C 4.8186 2.6147 2.0027  -0.108
C 5.9178 1.8141 1.7161  -0.133
C 5.8738 1.0195 0.5720  -0.119
C 4.7590 1.0054 -0.2456  -0.080
H 4.2774 6.7430 -4.1379  0.088
H 5.4565 5.6432 -2.2562  0.094
H 4.5128 3.6619 -1.1832  0.096
H 1.1760 3.8021 -3.8515  0.109
H 2.1224 5.8015 -4.9343  0.094
H 1.1640 2.1562 -2.3435  0.045
H 2.8675 3.2724 1.4093  0.085
H 4.8347 3.2592 2.8752  0.095
H 6.7885 1.8148 2.3588  0.082
H 6.7260 0.3995 0.3153  0.093
H 4.7423 0.3801 -1.1320  0.110

Calculated values
Molar mass ... 874.21 g/mol
Net charge ... -1
Strongest force on any atom ... 0.1 eV/Å
Energy above the lowest of the compared OMol25 structures with the same formula, charge and spin ... 1.161 eV
Orbital gap ... 6.3 eV

No. 5
C5H5NOS | ωB97M-V/def2-TZVPD

Last column: Löwdin charge in e.
Atoms and positions in Å:
C 0.9118 0.8391 0.1321  -0.402
C 1.1809 -0.6379 0.4710  -0.611
C -1.4750 -0.0105 0.3247  -0.492
C 1.6738 1.6777 -0.5892  0.047
C -2.4677 -0.6931 -0.1469  -0.019
N 0.1917 -1.2354 1.1223  0.125
O 2.1962 -1.2203 0.0505  0.007
S -0.7611 1.4125 0.6450  1.018
H 1.1578 2.5601 -0.8432  0.043
H 2.4306 1.3294 -1.1754  0.050
H -3.0014 -0.0564 -0.8802  0.092
H -2.2908 -1.7839 -0.3075  0.102
H 0.2532 -2.1814 1.1967  0.039

Calculated values
Molar mass ... 127.17 g/mol
Net charge ... 0
Strongest force on any atom ... 5.8 eV/Å
Energy above the lowest of the compared OMol25 structures with the same formula, charge and spin ... 4.826 eV
Orbital gap ... 8.2 eV

Copy entry 1 word for word.
C3H4ClNO2S | ωB97M-V/def2-TZVPD

Last column: Löwdin charge in e.
Atoms and positions in Å:
C 0.7428 -1.5584 0.5861  -0.375
C -1.3107 0.2273 -0.8687  -0.116
C 1.2295 -0.2875 0.3902  -0.818
N 0.4760 -2.6480 0.8396  0.219
O -0.8185 0.9324 1.5368  -0.291
O 0.2436 2.1491 -0.2463  -0.296
S -0.1359 0.9035 0.2931  0.514
Cl 2.3080 -0.1791 -0.9885  0.695
H -0.7344 -0.3944 -1.6651  0.116
H -1.9092 -0.4188 -0.4004  0.011
H -1.9295 1.0584 -1.1038  0.068
H 1.8383 0.2152 1.6269  0.273

Calculated values
Molar mass ... 153.59 g/mol
Net charge ... 0
Strongest force on any atom ... 5.9 eV/Å
Energy above the lowest of the compared OMol25 structures with the same formula, charge and spin ... 2.055 eV
Orbital gap ... 10.9 eV

net charge of number 4 (C30H42AsIN5O5SSr)? -1

What is the formula in the fifth record? C5H5NOS